Entry 1:
Molecular formula: C24H29Br57Cl2OP
Method: DFT, wB97M-V/def2-TZVPD

Values from the calculation:
Max |F|, eV Å⁻¹: 4.4
Charge: +1
Gap between HOMO and LUMO, eV: 7.1
Energy above the lowest of the compared OMol25 structures with the same formula, charge and spin, eV: 1.412
Lowest unoccupied orbital energy, eV: -4.05
E_HOMO, eV: -11.166

Last column: Mulliken charge in e.
Positions of all 114 atoms, in Å:
O (0.40955, -0.28910, 2.75642)  -0.51
C (1.58299, -0.46769, 2.90255)  -0.36
C (2.20276, -1.16159, 4.13945)  0.07
P (1.51172, -0.37615, 5.66577)  0.42
Cl (1.66289, -1.68940, 7.24611)  -0.19
C (2.23910, 1.26172, 6.10805)  0.39
C (3.64979, 1.56263, 5.47042)  -0.22
C (3.54093, 2.98049, 4.77070)  -0.14
Cl (5.15810, 3.60907, 4.25943)  -0.18
H (2.24384, -0.10330, 2.07091)  0.55
H (3.31372, -1.08522, 4.07992)  0.19
H (1.94953, -2.25419, 4.18865)  -0.10
H (0.12067, -0.16669, 5.45579)  0.26
H (1.51966, 2.06647, 5.80125)  -0.70
H (2.32886, 1.33497, 7.21556)  0.54
H (4.02500, 0.78862, 4.74998)  -0.15
H (4.40949, 1.70284, 6.27650)  0.47
H (3.19374, 3.67632, 5.57219)  0.24
H (2.81461, 2.89498, 3.93636)  -0.02
C (0.30207, 4.47970, 4.40973)  0.07
Br (0.38848, 4.32358, 6.33517)  -0.04
Br (1.64355, 5.68742, 3.72479)  0.04
Br (0.38551, 2.74918, 3.54290)  -0.08
H (-0.66621, 4.90771, 4.16865)  0.08
C (0.11474, 0.25113, -1.24116)  -0.21
Br (0.08537, 0.12087, 0.70914)  0.34
Br (1.50283, 1.44315, -1.86307)  -0.07
Br (0.23949, -1.49330, -2.05693)  -0.11
H (-0.83308, 0.68254, -1.55069)  0.29
C (0.96262, 5.22930, -2.43148)  -0.43
Br (2.03042, 5.29014, -0.81952)  -0.01
Br (-0.83711, 4.63021, -2.07719)  0.30
Br (0.98139, 6.91923, -3.37105)  -0.08
H (1.41851, 4.49648, -3.08735)  0.32
C (0.71508, -4.57129, 1.85785)  0.52
Br (0.67196, -4.63125, 3.79395)  -0.01
Br (2.10071, -3.38373, 1.20863)  0.03
Br (0.86965, -6.33277, 1.09212)  0.00
H (-0.23724, -4.15317, 1.52567)  -0.42
C (-0.92217, -9.84398, 0.47640)  0.18
Br (-0.80338, -10.29431, -1.39683)  0.18
Br (-2.66701, -10.24123, 1.20513)  0.01
Br (0.49052, -10.67220, 1.50502)  0.00
H (-0.78565, -8.77129, 0.55448)  -0.30
C (-4.14230, 6.32750, -4.22470)  -0.50
Br (-4.48640, 4.70150, -3.24396)  0.02
Br (-3.35991, 7.67850, -3.08560)  0.00
Br (-3.07447, 6.00620, -5.80078)  0.16
H (-5.09958, 6.70739, -4.56106)  0.36
C (-3.33877, -4.85549, 0.79548)  -0.46
Br (-3.37203, -4.91903, 2.72734)  -0.03
Br (-1.94378, -3.68556, 0.13978)  0.04
Br (-3.20594, -6.61641, 0.01976)  0.03
H (-4.28428, -4.43429, 0.47470)  0.41
C (-5.49053, 1.81976, 0.03532)  -0.44
Br (-3.74663, 0.97691, 0.04408)  0.08
Br (-5.35431, 3.74372, 0.13336)  0.04
Br (-6.55438, 1.25327, -1.47277)  0.01
H (-6.00532, 1.49072, 0.92994)  0.34
C (-6.08723, -1.00093, -5.40530)  -0.37
Br (-4.56276, 0.10514, -4.96921)  0.05
Br (-5.95758, -2.75312, -4.60012)  -0.01
Br (-7.75408, -0.12932, -4.96004)  -0.03
H (-6.08009, -1.14311, -6.47915)  0.35
C (-0.11288, -11.57846, -5.21490)  -0.43
Br (1.38053, -10.44086, -4.75227)  0.05
Br (-0.02162, -13.27992, -4.31099)  0.02
Br (-1.80312, -10.69889, -4.90007)  -0.02
H (-0.04637, -11.77345, -6.27841)  0.37
C (-4.67383, 6.30382, 3.40409)  -0.32
Br (-3.59338, 4.70498, 3.23287)  -0.01
Br (-3.86757, 7.57273, 4.61284)  -0.02
Br (-5.06772, 7.09931, 1.68564)  -0.04
H (-5.61869, 6.00050, 3.83899)  0.35
C (5.28676, -9.75859, -4.41450)  -0.15
Br (4.91631, -11.33717, -3.36365)  0.01
Br (5.97619, -8.31655, -3.32599)  0.01
Br (6.44735, -10.14801, -5.90858)  -0.01
H (4.34265, -9.42155, -4.82579)  0.10
C (7.99225, 0.35977, 4.73629)  -0.33
Br (8.03221, 0.99210, 2.91277)  -0.03
Br (8.47732, 1.74291, 5.99141)  -0.02
Br (6.28325, -0.43797, 5.17897)  0.02
H (8.73886, -0.42107, 4.81891)  0.40
C (-0.10575, 4.34769, -8.67669)  -0.29
Br (0.51100, 5.25983, -7.08848)  0.01
Br (1.31379, 3.35429, -9.53126)  -0.04
Br (-1.64370, 3.23491, -8.31000)  -0.04
H (-0.42597, 5.11073, -9.37643)  0.33
C (-1.52723, -14.03741, 0.98091)  0.54
Br (-1.36034, -14.57750, -0.86736)  0.03
Br (-3.29051, -14.40617, 1.67942)  -0.01
Br (-0.14156, -14.81186, 2.08260)  -0.01
H (-1.39240, -12.96183, 1.01091)  -0.58
C (-0.56217, 10.07626, -1.13303)  -0.14
Br (1.11932, 10.34625, -0.21982)  -0.04
Br (-1.75567, 8.94714, -0.11540)  0.07
Br (-1.39696, 11.75055, -1.61391)  -0.01
H (-0.34198, 9.55309, -2.05666)  0.11
C (5.63571, -3.35040, -0.19663)  0.30
Br (6.67043, -4.98090, -0.17937)  0.01
Br (6.32066, -2.05337, 1.06847)  0.04
Br (5.49023, -2.60795, -1.97314)  0.02
H (4.63481, -3.60793, 0.12208)  -0.40
C (-4.90952, 8.11200, -9.08058)  -0.32
Br (-3.83465, 6.51392, -9.24603)  0.00
Br (-4.13492, 9.37041, -7.83454)  -0.02
Br (-5.25653, 8.92331, -10.79896)  -0.03
H (-5.86636, 7.80945, -8.67284)  0.35
C (0.52537, 8.98468, 6.30471)  -0.25
Br (-0.51889, 7.83373, 7.45574)  -0.05
Br (-0.12133, 8.95077, 4.48486)  -0.01
Br (0.63525, 10.78397, 6.99638)  -0.03
H (1.53374, 8.58841, 6.29002)  0.30

Cartesian forces (eV/Å) of the 2 atoms listed first:
-0.186 -0.771 4.084
1.163 -0.239 0.034

Entry 2:
Molecular formula: C24H29ClIN5O4Pd
Method: DFT, wB97M-V/def2-TZVPD

Values from the calculation:
Max |F|, eV Å⁻¹: 0.7
Charge: 0
Expectation value of S²: 2.012
Spin multiplicity: 3
Gap between HOMO and LUMO (spin up / spin down), eV: 6.4 / 7.0
Lowest unoccupied orbital energy (spin up / spin down), eV: -0.42 / -0.43
E_HOMO (spin up / spin down), eV: -6.852 / -7.379

Last column: natural (NBO) charge in e.
Positions of all 65 atoms, in Å:
Pd (-0.17092, 0.07432, 0.45332)  0.78
I (1.87981, -0.07238, 2.28431)  0.19
C (2.55827, -1.62245, 0.95497)  -0.05
C (3.88674, -1.89378, 0.83566)  -0.28
C (4.27543, -3.06879, 0.15789)  -0.22
C (3.33121, -3.95798, -0.27291)  -0.20
C (1.94995, -3.66672, -0.16622)  0.03
C (0.94572, -4.56574, -0.58716)  -0.23
C (-0.37473, -4.23024, -0.48132)  -0.19
C (-0.76407, -2.95784, -0.00506)  -0.27
C (0.17460, -2.04854, 0.40392)  -0.21
C (1.54218, -2.41734, 0.38702)  -0.20
H (4.62927, -1.23878, 1.27036)  0.22
H (5.32989, -3.26653, 0.01590)  0.21
H (3.62298, -4.90779, -0.70573)  0.21
H (1.24534, -5.52378, -0.99601)  0.20
H (-1.14328, -4.92858, -0.78961)  0.21
H (-1.81807, -2.71925, 0.02757)  0.24
C (-5.95493, 1.63290, 3.93446)  -0.61
C (-5.88303, 2.27447, 2.54981)  -0.22
C (-5.34430, 3.70136, 2.63130)  -0.61
C (-5.04802, 1.42931, 1.57875)  -0.22
N (-3.65780, 1.32653, 1.97543)  -0.17
C (-3.05266, 0.37748, 2.70400)  0.18
N (-1.76186, 0.58240, 2.67881)  -0.31
N (-1.58746, 1.67656, 1.89731)  -0.15
N (-2.71984, 2.12549, 1.48707)  -0.03
H (-6.65119, 2.18549, 4.56561)  0.22
H (-4.97958, 1.63600, 4.42500)  0.20
H (-6.30394, 0.60015, 3.87072)  0.21
H (-6.89290, 2.30567, 2.13155)  0.21
H (-4.34173, 3.71321, 3.06068)  0.21
H (-5.99234, 4.32386, 3.24922)  0.21
H (-5.29365, 4.14872, 1.63778)  0.22
H (-5.04700, 1.85863, 0.57820)  0.25
H (-5.43974, 0.41436, 1.51536)  0.22
H (-3.55859, -0.42020, 3.21712)  0.23
O (-2.66223, -0.51342, 0.01768)  -0.93
Cl (-2.68013, -0.24320, -1.41290)  2.57
O (-3.13773, -1.40105, -2.10435)  -0.83
O (-3.54208, 0.87645, -1.65278)  -0.86
O (-1.32966, 0.07797, -1.80239)  -0.87
C (2.07624, 5.52982, 0.22004)  -0.42
N (1.78365, 4.29601, 0.98437)  -0.34
C (2.99864, 3.45075, 1.08146)  -0.43
C (0.58475, 3.52441, 0.42745)  -0.26
C (0.89488, 2.78278, -0.84052)  -0.09
C (1.03871, 3.49569, -2.03703)  -0.25
C (1.37126, 2.84049, -3.20629)  -0.24
C (1.56703, 1.46589, -3.18602)  -0.18
C (1.38979, 0.75537, -2.00995)  -0.24
C (1.02049, 1.38523, -0.81849)  -0.26
H (2.75630, 6.16093, 0.78882)  0.22
H (1.15350, 6.06959, 0.02165)  0.23
H (2.54068, 5.25843, -0.72371)  0.24
H (1.51819, 4.56060, 1.93098)  0.42
H (3.18816, 2.99554, 0.11332)  0.26
H (2.83515, 2.65728, 1.80293)  0.25
H (3.85102, 4.05397, 1.38899)  0.21
H (-0.21501, 4.25378, 0.29004)  0.22
H (0.27782, 2.80818, 1.18521)  0.27
H (0.84681, 4.56423, -2.05752)  0.19
H (1.45584, 3.39120, -4.13453)  0.21
H (1.81622, 0.94541, -4.10273)  0.21
H (1.50376, -0.32276, -2.03072)  0.22

Cartesian forces (eV/Å) of the 2 atoms listed first:
0.419 -0.121 -0.387
0.484 -0.535 -0.139

Entry 3:
Molecular formula: C24H29CoO2S5
Method: DFT, wB97M-V/def2-TZVPD

Values from the calculation:
Max |F|, eV Å⁻¹: 0.8
Charge: 0
Gap between HOMO and LUMO (spin up / spin down), eV: 7.0 / 7.1
Energy above the lowest of the compared OMol25 structures with the same formula, charge and spin, eV: 0.102
Lowest unoccupied orbital energy (spin up / spin down), eV: -0.27 / -0.25
E_HOMO (spin up / spin down), eV: -7.317 / -7.316

Last column: natural (NBO) charge in e.
Positions of all 61 atoms, in Å:
Co (-1.61177, -0.14546, 0.53081)  0.84
C (-3.03383, -1.23868, 1.50571)  -0.03
C (-3.43258, 0.11969, 1.50001)  0.02
C (-2.40275, 0.89206, 2.10279)  -0.04
C (-1.40001, -0.01610, 2.57105)  -0.05
C (-1.80567, -1.32355, 2.23153)  0.02
C (-1.06757, -2.59696, 2.46417)  -0.64
C (-0.14556, 0.38814, 3.27128)  -0.64
C (-2.32697, 2.37796, 2.21461)  -0.64
C (-4.71118, 0.64876, 0.94317)  -0.65
C (-3.79342, -2.38878, 0.92680)  -0.65
H (-1.63718, -3.22380, 3.15314)  0.23
H (-0.08070, -2.42469, 2.88731)  0.23
H (-0.93964, -3.14168, 1.52890)  0.25
H (-0.38293, 0.80826, 4.25066)  0.23
H (0.39691, 1.14141, 2.69713)  0.25
H (0.51579, -0.46200, 3.42318)  0.22
H (-1.33955, 2.72968, 1.91252)  0.24
H (-2.49878, 2.69590, 3.24543)  0.23
H (-3.06906, 2.86027, 1.58197)  0.23
H (-5.46243, 0.67620, 1.73570)  0.23
H (-5.08604, 0.02064, 0.13783)  0.24
H (-4.59220, 1.65645, 0.54935)  0.24
H (-4.48947, -2.80811, 1.65718)  0.22
H (-3.11553, -3.18209, 0.61403)  0.23
H (-4.35698, -2.07671, 0.04962)  0.24
C (6.33836, -0.51823, -1.21501)  -0.63
C (4.87607, -0.42928, -0.87728)  0.02
C (4.06746, 0.54511, -1.44203)  -0.22
C (2.71053, 0.63428, -1.15498)  0.05
C (1.90648, 1.73352, -1.79241)  -0.63
C (2.14637, -0.31521, -0.29386)  -0.14
C (2.94141, -1.31178, 0.29025)  0.04
C (2.38170, -2.33245, 1.24713)  -0.64
C (4.29665, -1.34039, -0.00329)  -0.23
C (0.68758, -0.27032, -0.00945)  0.77
O (0.08307, 0.83391, 0.20694)  -0.69
O (-0.02058, -1.30610, 0.03040)  -0.68
H (6.68599, 0.38644, -1.71196)  0.22
H (6.52482, -1.36026, -1.88449)  0.23
H (6.94060, -0.67096, -0.31884)  0.22
H (4.50280, 1.26263, -2.12835)  0.21
H (2.50644, 2.24481, -2.54397)  0.21
H (1.56964, 2.45787, -1.05158)  0.23
H (1.01268, 1.34196, -2.27809)  0.22
H (2.00442, -1.85689, 2.15570)  0.20
H (3.15917, -3.03584, 1.54187)  0.21
H (1.55850, -2.88518, 0.79945)  0.24
H (4.91496, -2.10463, 0.45500)  0.20
C (-1.34038, 3.52108, -2.30795)  -0.74
S (-2.24637, 2.70682, -3.64683)  0.27
C (-1.39175, 1.17353, -3.66401)  -0.45
C (-1.49813, 0.20750, -2.72798)  -0.37
S (-2.63012, 0.28217, -1.40330)  -0.19
S (-0.52219, -1.21425, -3.01984)  0.49
C (0.22286, -0.70400, -4.50108)  -0.58
S (1.33253, -1.60145, -5.30713)  -0.07
S (-0.31271, 0.86104, -5.00162)  0.48
H (-1.87155, 4.44762, -2.09276)  0.23
H (-0.32073, 3.74721, -2.60935)  0.22
H (-1.34748, 2.88288, -1.42515)  0.23

Cartesian forces (eV/Å) of the 2 atoms listed first:
0.593 -0.439 0.277
0.012 -0.469 -0.043

Entry 4:
Molecular formula: C24H29CrN3O7S
Method: DFT, wB97M-V/def2-TZVPD

Values from the calculation:
Max |F|, eV Å⁻¹: 0.4
Charge: +1
Expectation value of S²: 0.759
Spin multiplicity: 2
Gap between HOMO and LUMO (spin up / spin down), eV: 7.8 / 8.4
Energy above the lowest of the compared OMol25 structures with the same formula, charge and spin, eV: 0.151
Lowest unoccupied orbital energy (spin up / spin down), eV: -3.87 / -3.25
E_HOMO (spin up / spin down), eV: -11.657 / -11.691

Last column: natural (NBO) charge in e.
Positions of all 65 atoms, in Å:
Cr (0.81816, 0.73816, 0.39279)  1.21
C (1.08231, 3.08490, 2.25734)  -0.25
O (0.17951, 2.28846, 1.46869)  -0.49
C (-0.72307, 3.10607, 0.69687)  -0.09
C (-1.67996, 2.20848, -0.09235)  -0.08
O (-1.13495, 0.88676, -0.19520)  -0.52
C (-2.09929, -0.17811, -0.29008)  -0.07
C (-3.11393, -0.17026, 0.84686)  -0.10
O (-2.53644, 0.37054, 2.01095)  -0.56
C (-3.38157, 0.16935, 3.13199)  -0.25
H (0.50316, 3.77573, 2.86905)  0.20
H (1.75482, 3.63341, 1.59587)  0.20
H (1.63958, 2.40217, 2.89069)  0.21
H (-0.12069, 3.72767, 0.03414)  0.22
H (-1.28219, 3.73327, 1.39126)  0.21
H (-1.81410, 2.60857, -1.09847)  0.21
H (-2.64056, 2.15221, 0.41102)  0.21
H (-1.50320, -1.08469, -0.26749)  0.23
H (-2.61455, -0.10474, -1.25085)  0.20
H (-3.42773, -1.20674, 1.00593)  0.21
H (-4.00957, 0.40641, 0.57838)  0.17
H (-3.45276, -0.89488, 3.37519)  0.19
H (-4.38558, 0.56374, 2.94186)  0.18
H (-2.94818, 0.70356, 3.97469)  0.19
O (2.35175, 2.34036, -2.87569)  -0.54
C (1.87328, 1.59164, -2.06836)  0.76
O (1.27753, 1.94874, -0.94979)  -0.69
C (1.95053, 0.09220, -2.18050)  0.08
C (2.47044, -0.54470, -3.28664)  -0.19
C (2.48043, -1.93203, -3.29933)  -0.13
C (1.97351, -2.61302, -2.20503)  -0.22
C (1.47225, -1.89763, -1.12883)  0.07
N (1.46069, -0.56191, -1.11698)  -0.44
H (2.84950, 0.05494, -4.10209)  0.26
H (2.87745, -2.47194, -4.14824)  0.24
H (1.96248, -3.69287, -2.16801)  0.24
H (1.08307, -2.40778, -0.26053)  0.23
C (-0.07065, -1.16873, 8.23879)  -0.64
C (0.02694, -1.38695, 6.75719)  0.01
C (-0.35900, -0.39333, 5.85782)  -0.16
C (-0.26140, -0.59196, 4.49186)  -0.20
C (0.23244, -1.79829, 4.01770)  -0.38
C (0.62801, -2.80229, 4.88849)  -0.16
C (0.51932, -2.58887, 6.25285)  -0.21
S (0.32043, -2.06878, 2.28219)  2.35
O (-0.99669, -2.08325, 1.71301)  -0.95
O (1.18071, -3.19746, 2.04604)  -0.95
N (1.03534, -0.70514, 1.72022)  -0.91
C (2.40220, -0.49722, 1.88739)  0.39
C (3.37708, -1.21186, 2.57723)  -0.28
C (4.67270, -0.73396, 2.49291)  -0.11
C (4.97669, 0.39733, 1.73886)  -0.27
C (3.95123, 1.04764, 1.08449)  0.08
N (2.69567, 0.60947, 1.18552)  -0.48
H (-0.61541, -0.25561, 8.47210)  0.22
H (0.92406, -1.09050, 8.68114)  0.23
H (-0.57762, -2.00343, 8.72308)  0.23
H (-0.74350, 0.54562, 6.23767)  0.21
H (-0.56449, 0.17704, 3.79029)  0.23
H (1.01032, -3.73618, 4.49814)  0.25
H (0.82106, -3.37064, 6.93903)  0.23
H (3.13348, -2.10618, 3.12671)  0.26
H (5.46326, -1.25988, 3.01200)  0.24
H (5.98984, 0.76194, 1.65852)  0.24
H (4.10885, 1.92956, 0.47621)  0.22

Cartesian forces (eV/Å) of the 2 atoms listed first:
-0.360 0.140 -0.224
-0.042 -0.007 0.020